[1]
Molecular formula: C21H19BN2O2S
Method: DFT, the ωB97M-V functional and the def2-TZVPD basis

Each line ends with the natural charge from an NBO analysis.
Positions of all 46 atoms, in Å:
O  0.056  5.065  -4.172  -0.852
B  0.952  4.331  -4.871  1.085
O  1.766  4.763  -6.014  -0.671
C  2.454  3.602  -6.381  -0.086
C  2.268  2.473  -5.481  0.017
C  2.775  1.187  -5.552  -0.238
C  2.171  0.236  -4.765  -0.171
C  1.183  0.566  -3.806  0.088
N  0.576  -0.473  -3.089  -0.610
C  0.562  -0.456  -1.684  0.306
S  1.048  0.910  -0.840  -0.218
N  0.068  -1.587  -1.028  -0.606
C  0.099  -1.849  0.361  0.153
C  -0.969  -2.546  1.045  -0.241
C  -0.877  -2.537  2.432  -0.196
C  0.145  -1.953  3.110  -0.026
C  0.016  -1.721  4.613  -0.444
C  -1.368  -1.461  5.146  0.024
C  -1.778  -0.118  5.343  -0.220
C  -3.089  0.059  5.772  -0.192
C  -3.958  -0.965  6.042  -0.229
C  -3.549  -2.247  5.767  -0.188
C  -2.245  -2.517  5.289  -0.244
C  1.192  -1.410  2.430  -0.194
C  1.235  -1.354  1.078  -0.232
C  0.800  1.873  -3.690  -0.072
C  1.271  2.858  -4.560  -0.446
H  -0.028  5.892  -4.658  0.492
H  2.053  3.240  -7.322  0.188
H  3.525  3.775  -6.511  0.187
H  3.602  1.011  -6.214  0.217
H  2.442  -0.779  -4.848  0.207
H  0.208  -1.263  -3.519  0.392
H  -0.450  -2.221  -1.628  0.390
H  -1.917  -2.736  0.569  0.216
H  -1.761  -2.878  2.920  0.216
H  0.543  -0.834  4.867  0.214
H  0.484  -2.556  5.146  0.220
H  -1.121  0.593  4.978  0.213
H  -3.415  1.069  5.820  0.207
H  -5.018  -0.830  6.241  0.217
H  -4.244  -3.081  5.875  0.208
H  -1.888  -3.531  5.115  0.215
H  2.054  -1.058  2.985  0.209
H  1.932  -0.677  0.461  0.258
H  0.197  2.133  -2.772  0.240

Calculated values
Total charge ... 0
E_HOMO ... -7.75 eV
Max |F| ... 4.147 eV/A
Kohn-Sham gap ... 8.279 eV
LUMO energy ... 0.53 eV
SMILES ... OB1OCc2ccc(NC(=S)Nc3ccc(Cc4ccccc4)cc3)cc21
M ... 374.3 g/mol

---

[2]
Molecular formula: C3H4O3
Method: DFT, the ωB97M-V functional and the def2-TZVPD basis

Each line ends with the natural charge from an NBO analysis.
Positions of all 10 atoms, in Å:
O  -1.808  1.494  -0.745  -0.460
C  -0.969  0.705  -0.527  0.781
O  -0.182  -0.416  -1.532  -0.622
C  0.260  -1.051  -0.322  -0.101
C  0.107  0.293  0.366  -0.075
O  0.091  0.578  1.714  -0.669
H  -0.420  -1.848  -0.023  0.187
H  1.298  -1.414  -0.305  0.183
H  0.692  0.696  -0.601  0.287
H  0.932  0.963  1.976  0.488

Calculated values
Total charge ... 0
E_HOMO ... -10.58 eV
Max |F| ... 3.336 eV/A
Relative energy (zero: lowest compared OMol25 entry of this formula, charge and spin) ... 3.753 eV
Kohn-Sham gap ... 10.887 eV
LUMO energy ... 0.31 eV
SMILES ... O=C1OC[C@@H]1O
M ... 88.1 g/mol

---

[3]
Molecular formula: C22H57AsBrMnN4OSi5
Method: DFT, the ωB97M-V functional and the def2-TZVPD basis

Each line ends with the Löwdin spin population.
Positions of all 92 atoms, in Å:
Mn  0.456  0.644  0.602  4.679
C  2.429  0.023  3.404  0.005
O  1.185  0.069  2.744  0.041
Si  -0.191  -0.860  3.054  0.011
C  -0.470  -0.815  4.912  0.002
C  0.309  -2.620  2.647  0.002
C  -1.393  -0.074  1.947  0.021
Si  -2.149  1.413  2.755  0.008
C  -0.945  2.433  3.795  0.001
C  -3.562  0.986  3.947  0.002
C  -2.945  2.620  1.535  0.001
Si  -2.636  -1.327  1.400  0.006
C  -1.922  -2.582  0.180  0.003
C  -4.211  -0.640  0.606  0.000
C  -3.356  -2.351  2.828  0.001
H  2.296  0.006  4.490  0.001
H  2.989  0.918  3.134  0.000
H  3.002  -0.856  3.093  0.000
H  0.374  -1.277  5.433  0.000
H  -1.367  -1.381  5.176  0.000
H  -0.594  0.201  5.288  0.000
H  1.065  -2.943  3.370  0.000
H  0.761  -2.658  1.654  0.001
H  -0.509  -3.340  2.684  0.000
H  -1.337  2.567  4.808  0.000
H  -0.801  3.418  3.350  0.000
H  0.043  1.981  3.858  0.000
H  -3.242  0.289  4.723  0.000
H  -4.416  0.541  3.431  0.000
H  -3.913  1.900  4.437  0.000
H  -3.342  2.135  0.643  0.000
H  -2.219  3.374  1.224  0.000
H  -3.778  3.141  2.017  0.000
H  -0.915  -2.293  -0.129  0.003
H  -2.537  -2.674  -0.719  0.000
H  -1.847  -3.576  0.626  0.000
H  -4.102  -0.341  -0.438  0.000
H  -4.620  0.208  1.158  0.000
H  -4.960  -1.438  0.635  0.000
H  -2.600  -2.751  3.505  0.000
H  -3.915  -3.200  2.421  0.000
H  -4.046  -1.753  3.427  0.000
Br  1.272  2.931  0.907  0.084
C  0.606  -3.060  -2.389  0.001
Si  2.271  -2.202  -2.214  0.012
C  2.609  -1.369  -3.879  0.002
C  3.538  -3.580  -2.041  0.002
As  2.292  -0.838  -0.351  0.037
Si  4.128  0.484  -0.839  0.011
C  3.836  1.873  -2.068  0.001
C  5.565  -0.529  -1.512  0.002
C  4.725  1.266  0.754  0.000
H  0.653  -3.766  -3.224  0.000
H  -0.207  -2.358  -2.586  0.000
H  0.344  -3.615  -1.487  0.000
H  3.046  -2.101  -4.566  0.000
H  3.302  -0.532  -3.799  0.000
H  1.692  -0.986  -4.334  0.000
H  3.355  -4.347  -2.801  0.000
H  3.471  -4.041  -1.054  0.000
H  4.556  -3.211  -2.168  0.000
H  3.525  1.494  -3.044  0.000
H  4.761  2.442  -2.208  0.000
H  3.064  2.548  -1.694  0.000
H  5.365  -0.944  -2.501  0.000
H  5.818  -1.352  -0.842  0.000
H  6.438  0.128  -1.596  0.000
H  3.904  1.780  1.254  0.000
H  5.508  2.003  0.550  0.000
H  5.127  0.507  1.429  0.000
C  -1.888  0.478  -1.605  0.005
N  -2.640  0.732  -2.834  0.001
C  -1.764  0.423  -3.968  0.000
N  -0.534  1.218  -3.958  0.001
C  0.171  0.949  -2.702  0.003
N  -0.655  1.274  -1.525  0.037
C  -1.020  2.704  -1.614  0.003
N  -1.756  3.002  -2.846  0.001
C  -2.956  2.163  -2.879  0.000
C  -0.908  2.634  -3.980  0.000
H  -1.623  -0.581  -1.559  0.002
H  -2.499  0.722  -0.739  0.001
H  -2.304  0.620  -4.897  0.000
H  -1.501  -0.636  -3.931  0.000
H  1.091  1.532  -2.657  0.000
H  0.434  -0.104  -2.649  0.001
H  -0.106  3.294  -1.575  0.000
H  -1.632  2.961  -0.753  0.000
H  -3.510  2.374  -3.797  0.000
H  -3.586  2.412  -2.022  0.000
H  -0.001  3.240  -3.953  0.000
H  -1.444  2.843  -4.910  0.000

Calculated values
Total charge ... -1
Spin multiplicity ... 6
E_HOMO (alpha / beta) ... -4.07 / -4.25 eV
Max |F| ... 0.749 eV/A
Relative energy (zero: lowest compared OMol25 entry of this formula, charge and spin) ... 0.103 eV
Kohn-Sham gap (alpha / beta) ... 6.779 / 6.955 eV
LUMO energy (alpha / beta) ... 2.71 / 2.71 eV
M ... 743.9 g/mol

---

> What is the formula in the second record?

C3H4O3